(1)
ORCA calculation (ωB97M-V with the def2-TZVPD basis set) on a molecular structure, C50H42MgN3O5Te.

Structure (XYZ):
```
102
Properties=species:S:1:pos:R:3:forces:R:3
Mg 0.207 0.321 0.311 0.32 0.31 -0.29
C -4.417 -4.517 0.806 0.01 0.06 0.05
O -5.237 -3.393 0.566 0.02 0.05 -0.13
C -4.611 -2.228 0.205 0.03 0.02 0.06
C -5.448 -1.193 -0.227 0.04 -0.05 0.02
C -4.866 -0.006 -0.625 -0.03 -0.01 -0.08
C -3.486 0.199 -0.612 -0.15 0.16 -0.12
C -2.883 1.418 -1.209 0.00 0.00 -0.01
C -3.564 2.755 -0.990 -0.02 -0.05 -0.01
O -1.843 1.383 -1.838 -0.04 0.03 0.00
C -2.644 -0.822 -0.106 -0.01 0.05 -0.08
O -1.383 -0.642 0.044 0.19 -0.63 0.09
C -3.242 -2.052 0.265 -0.03 -0.03 0.01
H -5.086 -5.368 0.915 -0.01 0.01 0.01
H -3.834 -4.400 1.724 0.01 0.01 0.00
H -3.732 -4.696 -0.026 0.00 -0.02 -0.02
H -6.517 -1.351 -0.266 0.00 0.00 0.00
H -5.510 0.772 -1.016 -0.01 0.02 0.04
H -4.637 2.685 -0.829 0.00 -0.01 0.00
H -3.341 3.415 -1.826 0.01 0.01 0.00
H -3.117 3.184 -0.089 0.02 0.00 0.01
H -2.581 -2.837 0.601 0.05 -0.02 0.04
C -0.841 -2.595 5.345 -0.01 0.06 -0.02
C -0.244 -1.413 5.772 -0.04 -0.05 -0.01
C 0.056 -0.414 4.862 0.07 0.04 0.01
C -0.229 -0.604 3.515 0.27 -0.07 -0.02
C -0.802 -1.787 3.079 -0.09 -0.03 -0.04
C -1.122 -2.774 3.999 -0.03 -0.02 0.03
N 0.071 0.389 2.524 -0.46 0.24 0.22
N -0.051 1.546 2.965 0.31 -0.01 0.16
C 0.096 2.620 2.047 -0.16 0.16 -0.14
C 0.132 3.877 2.661 0.10 -0.07 0.03
C 0.108 5.007 1.871 0.00 0.05 -0.06
C 0.040 4.858 0.487 0.07 -0.01 0.04
C 0.057 3.595 -0.094 -0.14 -0.05 0.04
C 0.068 2.414 0.659 0.08 0.20 0.25
H -1.075 -3.374 6.058 0.01 -0.01 0.01
H -0.012 -1.271 6.820 0.00 0.00 0.01
H 0.510 0.516 5.176 0.01 0.00 0.01
H -1.012 -1.900 2.024 -0.04 -0.02 -0.06
H -1.590 -3.690 3.660 0.01 -0.02 -0.01
H 0.198 3.941 3.741 -0.12 0.00 0.02
H 0.130 5.994 2.317 -0.01 0.01 0.01
H -0.022 5.742 -0.139 0.04 0.01 -0.04
H 0.014 3.529 -1.176 0.00 -0.01 -0.04
C 6.234 -3.242 -2.052 -0.02 -0.01 0.02
C 5.151 -2.346 -1.515 -0.09 -0.07 0.00
C 5.429 -1.187 -0.826 0.00 0.21 0.03
C 4.433 -0.332 -0.335 0.31 -0.11 -0.06
C 4.920 0.889 0.353 -0.09 0.05 0.08
O 5.949 0.876 1.012 -0.12 -0.07 0.09
C 4.239 2.200 0.117 0.17 0.01 -0.13
C 3.732 2.489 -1.143 -0.07 0.02 -0.01
C 3.373 3.788 -1.467 -0.03 -0.04 0.01
C 3.490 4.794 -0.521 -0.01 -0.02 0.10
C 3.948 4.497 0.758 -0.06 0.05 -0.08
C 4.333 3.207 1.072 0.04 -0.04 -0.03
C 3.064 -0.653 -0.478 0.07 -0.07 -0.06
O 2.124 0.092 0.014 -0.26 -0.40 -0.09
C 2.794 -1.874 -1.159 -0.11 -0.09 0.11
C 3.800 -2.670 -1.664 0.09 0.00 0.02
C 1.395 -2.402 -1.210 -0.04 0.01 0.17
N 0.857 -3.035 -0.243 -0.03 0.07 0.03
C 1.590 -3.218 1.002 -0.02 0.00 -0.11
C 1.418 -4.648 1.487 -0.02 0.09 0.03
Te 2.178 -4.892 3.481 0.04 -0.05 -0.06
C 3.857 -3.645 3.202 0.03 -0.05 0.10
C 3.846 -2.353 3.718 0.01 0.01 -0.05
C 4.949 -1.526 3.550 -0.05 0.00 -0.01
C 6.065 -1.985 2.869 0.06 0.03 -0.07
C 6.076 -3.270 2.346 -0.02 0.02 -0.03
C 4.977 -4.101 2.513 0.01 0.01 0.02
C 0.604 -2.184 -2.454 0.02 -0.01 -0.01
C 1.174 -1.552 -3.554 0.01 0.04 -0.01
C 0.429 -1.339 -4.706 -0.03 0.01 0.00
C -0.896 -1.742 -4.761 0.03 0.00 -0.01
C -1.475 -2.364 -3.660 0.00 0.00 -0.01
C -0.729 -2.589 -2.519 -0.01 0.00 0.01
H 7.220 -2.825 -1.842 0.00 -0.01 0.00
H 6.149 -3.374 -3.133 0.01 0.00 -0.01
H 6.187 -4.237 -1.599 0.02 0.01 0.00
H 6.458 -0.886 -0.665 0.03 -0.01 0.04
H 3.643 1.696 -1.875 0.01 0.01 0.00
H 2.994 4.013 -2.457 0.00 0.00 0.00
H 3.214 5.809 -0.776 -0.04 0.04 0.02
H 4.019 5.279 1.504 -0.02 0.02 0.02
H 4.739 2.966 2.045 0.02 0.01 0.01
H 3.523 -3.593 -2.167 0.00 0.01 -0.01
H 1.177 -2.530 1.749 0.04 -0.06 -0.09
H 2.653 -2.988 0.912 0.06 0.03 -0.01
H 1.918 -5.352 0.823 0.00 0.00 0.00
H 0.362 -4.912 1.537 -0.04 -0.01 0.00
H 2.966 -1.985 4.230 -0.03 0.01 0.03
H 4.928 -0.513 3.930 -0.01 0.02 0.01
H 6.913 -1.328 2.722 -0.04 0.00 -0.04
H 6.937 -3.624 1.794 0.01 -0.01 0.00
H 4.988 -5.104 2.103 0.00 0.00 0.01
H 2.203 -1.219 -3.505 -0.02 -0.01 0.00
H 0.882 -0.845 -5.556 0.00 0.01 0.00
H -1.480 -1.564 -5.655 -0.01 0.01 0.00
H -2.517 -2.659 -3.686 0.00 -0.01 -0.01
H -1.165 -3.063 -1.653 -0.04 0.02 0.07
```
Forces are in eV/Å.

Results
**Total charge**: -1
**Frontier orbital gap**: 7.208 eV
**E_tot**: -2939.2564 a.u.
**Largest force on an atom**: 0.01297 hartree/bohr
**Highest occupied orbital energy**: -5.2 eV

---

(2)
ORCA calculation (ωB97M-V with the def2-TZVPD basis set) on a molecular structure, C50H43As2N4O2SZn.

Structure (XYZ):
```
103
Properties=species:S:1:pos:R:3:forces:R:3
Zn -0.333 0.461 -0.829 0.21 -0.19 0.21
C -0.546 -1.042 1.834 -0.08 0.05 0.05
C 0.302 -2.324 1.933 0.19 0.33 0.02
As 2.021 -2.904 1.050 -0.16 -0.07 -0.19
C 2.672 -1.735 -0.382 0.08 -0.01 0.16
C 3.140 -2.376 -1.524 -0.10 0.04 -0.08
C 3.701 -1.651 -2.569 0.00 0.03 0.02
C 3.803 -0.271 -2.479 -0.03 -0.03 0.02
C 3.364 0.377 -1.330 0.01 0.02 -0.05
C 2.818 -0.358 -0.288 0.10 0.01 -0.14
C 3.430 -2.521 2.369 0.04 -0.03 0.08
C 3.253 -2.902 3.699 -0.03 0.04 -0.02
C 4.309 -2.891 4.599 -0.05 0.04 0.00
C 5.575 -2.501 4.187 0.01 0.05 0.01
C 5.770 -2.118 2.868 -0.06 0.00 -0.03
C 4.711 -2.135 1.968 -0.09 0.01 0.03
As 0.179 0.944 1.583 0.14 0.05 0.07
C 1.491 0.684 3.057 0.22 0.01 -0.06
C 1.081 0.031 4.213 0.03 -0.10 -0.02
C 1.885 -0.003 5.346 0.01 -0.04 -0.02
C 3.143 0.576 5.320 0.04 -0.02 -0.02
C 3.593 1.179 4.153 0.02 -0.06 0.03
C 2.768 1.245 3.040 -0.09 -0.04 0.02
C 1.072 2.923 1.372 -0.05 -0.04 -0.07
C 1.548 3.290 0.121 -0.03 -0.10 0.05
C 2.166 4.520 -0.107 0.03 0.01 0.04
C 2.313 5.416 0.941 -0.03 -0.05 -0.02
C 1.836 5.074 2.206 0.00 -0.03 -0.02
C 1.228 3.844 2.411 -0.01 0.09 -0.05
H -1.272 -1.093 2.653 0.01 -0.07 0.02
H -1.160 -1.113 0.931 -0.08 -0.07 -0.03
H -0.335 -3.150 1.617 0.03 -0.15 0.01
H 0.560 -2.524 2.977 -0.01 0.04 0.02
H 3.051 -3.451 -1.603 -0.03 -0.08 -0.02
H 4.057 -2.167 -3.454 -0.03 0.00 0.01
H 4.231 0.300 -3.295 0.00 -0.01 0.00
H 3.451 1.454 -1.239 0.02 -0.05 0.02
H 2.515 0.148 0.610 0.00 0.13 0.19
H 2.275 -3.221 4.044 0.02 -0.01 0.01
H 4.140 -3.187 5.628 0.00 0.00 0.00
H 6.400 -2.488 4.890 -0.02 -0.01 -0.02
H 6.750 -1.804 2.529 0.00 -0.01 0.01
H 4.891 -1.853 0.939 -0.01 0.04 -0.04
H 0.122 -0.464 4.231 -0.03 0.02 0.04
H 1.532 -0.496 6.245 -0.01 0.02 -0.02
H 3.775 0.551 6.200 0.01 -0.02 -0.02
H 4.584 1.614 4.113 -0.01 0.00 -0.01
H 3.106 1.783 2.165 0.05 -0.03 -0.03
H 1.428 2.591 -0.709 0.01 0.07 0.03
H 2.536 4.776 -1.095 -0.03 0.00 0.00
H 2.788 6.376 0.777 0.01 0.00 0.01
H 1.950 5.772 3.030 -0.02 0.00 -0.01
H 0.861 3.594 3.404 0.02 0.01 0.01
N -7.290 -1.186 -4.820 -0.10 0.05 0.11
C -6.399 -0.563 -3.946 0.06 0.05 0.00
C -5.753 -1.299 -2.952 -0.02 -0.05 -0.01
C -4.914 -0.670 -2.049 0.08 -0.01 -0.06
C -4.700 0.697 -2.141 -0.07 0.13 0.03
C -5.340 1.443 -3.122 0.06 -0.10 0.10
C -6.184 0.815 -4.020 -0.03 -0.02 -0.06
S -3.690 1.488 -0.918 0.09 -0.23 -0.16
O -4.065 2.878 -0.893 0.02 -0.01 0.02
O -3.819 0.687 0.267 0.05 0.05 0.16
N -2.144 1.311 -1.386 0.02 0.67 -0.46
C -1.651 1.937 -2.484 -0.21 -0.09 -0.09
N -0.289 1.871 -2.545 -0.43 -0.02 -0.02
C 0.302 2.375 -3.615 0.24 -0.08 0.23
C -0.402 2.980 -4.638 -0.12 0.06 -0.02
C -1.782 3.008 -4.483 0.00 -0.04 0.03
N -2.414 2.494 -3.443 0.03 0.06 0.17
H -7.177 -2.180 -4.920 0.05 -0.03 -0.05
H -7.447 -0.712 -5.693 0.04 -0.01 -0.05
H -5.922 -2.369 -2.887 0.02 0.04 0.02
H -4.420 -1.229 -1.265 -0.02 -0.01 -0.03
H -5.167 2.508 -3.159 -0.01 0.01 -0.03
H -6.689 1.393 -4.788 0.01 -0.02 0.04
H 1.384 2.293 -3.640 0.02 -0.01 -0.01
H 0.089 3.407 -5.499 0.02 -0.02 -0.01
H -2.414 3.458 -5.246 0.03 -0.01 0.03
C -3.569 3.181 3.489 -0.02 -0.02 0.05
C -2.946 3.644 2.340 0.00 -0.06 -0.03
C -1.859 2.960 1.819 -0.04 -0.05 -0.02
C -1.374 1.801 2.424 -0.16 0.10 -0.12
C -2.020 1.340 3.564 -0.01 -0.02 -0.03
C -3.106 2.024 4.097 0.01 0.03 -0.04
H -4.422 3.708 3.902 0.02 -0.01 -0.03
H -3.319 4.522 1.830 0.01 0.00 -0.01
H -1.387 3.328 0.918 0.01 0.03 -0.02
H -1.699 0.434 4.052 0.04 -0.07 0.02
H -3.600 1.639 4.981 0.02 0.01 0.02
C -0.300 -1.279 -1.753 0.10 -0.18 0.08
C -0.384 -2.376 -2.273 -0.10 -0.04 0.04
C -0.490 -3.671 -2.884 0.08 0.09 -0.05
C -0.407 -3.805 -4.275 0.02 -0.05 0.02
C -0.468 -5.055 -4.870 -0.01 0.03 0.04
C -0.619 -6.196 -4.092 -0.01 0.02 -0.01
C -0.716 -6.074 -2.712 0.00 0.03 0.01
C -0.655 -4.825 -2.111 0.05 0.01 -0.03
H -0.287 -2.911 -4.874 0.01 -0.02 0.00
H -0.393 -5.141 -5.948 -0.01 0.01 0.00
H -0.660 -7.173 -4.557 -0.01 0.00 0.00
H -0.834 -6.958 -2.098 0.00 0.01 0.01
H -0.718 -4.730 -1.035 0.01 0.01 0.01
```
Forces are in eV/Å.

Results
**Total charge**: -1
**Frontier orbital gap**: 6.420 eV
**E_tot**: -8949.6498 a.u.
**Largest force on an atom**: 0.01585 hartree/bohr
**Highest occupied orbital energy**: -4.0 eV
**Energy relative to the best compared isomer or geometry (same formula, charge and spin)**: 0.0 kcal per mole